[1]
Entry from OMol25: a molecular structure, C26H58F6O22S6 at a distorted geometry (the ωB97M-V functional and the def2-TZVPD basis).

Each line ends with the Löwdin charge.
Cartesian coordinates (Å):
O  17.654  29.021  -11.173  -0.3813
S  18.714  29.115  -12.118  0.7868
O  20.079  28.748  -11.735  -0.3357
O  18.439  28.244  -13.516  -0.2306
C  17.701  27.040  -13.444  -0.2521
C  16.333  27.388  -14.113  -0.0327
C  18.590  30.776  -12.786  -0.0657
H  17.492  26.649  -12.449  0.0841
H  18.181  26.206  -13.957  0.1253
H  15.660  27.837  -13.382  0.0703
H  15.788  26.593  -14.621  0.0757
H  16.666  28.027  -14.930  0.0753
H  17.545  30.787  -13.095  0.0820
H  19.083  30.718  -13.756  0.0889
H  19.013  31.414  -12.010  -0.2232
O  16.505  29.508  -4.385  -0.3399
S  17.204  30.364  -3.388  0.7282
O  18.242  29.789  -2.567  -0.2676
O  17.815  31.701  -4.174  -0.2563
C  17.044  32.401  -5.146  -0.2327
C  16.935  31.576  -6.411  -0.0922
C  15.949  31.273  -2.327  -0.0796
H  17.528  33.335  -5.433  0.1231
H  16.051  32.751  -4.864  0.1207
H  17.583  30.711  -6.556  0.0617
H  17.047  32.179  -7.312  -0.0045
H  15.943  31.130  -6.482  0.1043
H  16.484  32.193  -2.089  0.0668
H  15.955  30.749  -1.371  0.0613
H  14.984  31.296  -2.832  0.0702
O  15.020  23.382  -12.797  -0.3183
S  14.406  23.227  -11.465  0.7376
O  13.026  23.673  -11.214  -0.2876
O  14.785  21.762  -10.916  -0.2521
C  16.035  21.268  -11.337  -0.3298
C  16.378  20.174  -10.378  -0.0595
C  15.523  24.145  -10.282  -0.1008
H  16.833  22.008  -11.276  0.0475
H  16.048  20.780  -12.311  0.1319
H  15.726  19.304  -10.463  0.0886
H  16.250  20.450  -9.332  0.0876
H  17.449  20.119  -10.569  0.0564
H  16.608  24.092  -10.365  0.0038
H  15.242  23.728  -9.315  0.0920
H  15.247  25.200  -10.280  -0.0541
O  17.914  23.004  -9.904  -0.3485
S  18.771  23.284  -11.069  0.7142
O  18.372  24.125  -12.205  -0.2789
O  20.162  23.884  -10.527  -0.2622
C  20.597  23.510  -9.177  -0.1977
C  20.793  24.706  -8.255  -0.0909
C  19.436  21.590  -11.609  -0.0530
H  21.515  22.937  -9.307  0.1194
H  20.095  22.660  -8.714  0.1002
H  21.496  25.402  -8.713  0.1206
H  21.184  24.378  -7.292  0.0942
H  19.831  25.133  -7.971  0.0679
H  20.403  21.829  -12.051  0.0704
H  18.723  21.129  -12.294  0.0611
H  19.432  20.909  -10.758  0.0598
O  19.644  32.029  -11.423  -0.1791
S  20.353  31.452  -10.323  0.8346
O  21.718  31.883  -10.011  -0.2593
O  19.411  31.745  -8.950  -0.2073
C  18.001  31.653  -9.046  -0.3187
C  17.459  33.112  -8.790  -0.0394
C  20.279  29.609  -10.216  -0.2199
H  17.583  30.946  -8.329  0.0474
H  17.513  31.119  -9.861  0.0656
H  16.371  33.178  -8.778  0.0910
H  18.013  33.793  -9.436  0.0893
H  17.732  33.372  -7.767  0.0578
H  19.253  29.287  -10.399  0.0108
H  20.746  29.432  -9.248  0.0832
H  21.010  29.329  -10.975  0.0672
O  19.823  28.890  -7.553  -0.2718
S  18.481  28.558  -7.988  0.8005
O  17.648  29.435  -8.823  -0.4273
O  18.512  26.994  -8.661  -0.2204
C  18.693  26.894  -10.041  -0.2220
C  18.173  25.502  -10.541  -0.1180
C  17.553  28.169  -6.445  -0.0779
H  19.774  26.855  -10.177  0.1257
H  18.291  27.737  -10.603  0.0313
H  18.422  25.461  -11.601  0.0307
H  17.087  25.443  -10.461  0.0558
H  18.536  24.642  -9.979  0.0310
H  18.055  27.482  -5.764  0.0601
H  16.629  27.779  -6.872  0.0844
H  17.406  28.991  -5.746  0.0050
C  20.843  21.169  -5.521  -0.0288
C  19.556  21.899  -4.937  -0.1722
O  19.784  23.284  -4.852  0.0538
C  19.494  24.013  -5.894  -0.2992
O  19.138  23.639  -7.056  0.0496
C  19.920  25.501  -5.708  -0.4179
F  20.306  25.790  -4.430  0.1687
F  20.966  25.754  -6.583  0.0350
F  18.893  26.245  -6.099  0.1110
H  20.695  20.106  -5.330  0.0711
H  21.731  21.468  -4.964  0.0854
H  20.821  21.174  -6.610  0.0644
H  19.568  21.527  -3.912  0.1191
H  18.576  21.661  -5.352  0.1335
C  15.477  30.595  -10.659  -0.0189
C  15.652  29.230  -10.043  -0.2301
O  14.437  28.549  -9.804  0.0516
C  14.444  27.166  -9.852  -0.2773
O  15.327  26.523  -10.257  0.1545
C  13.176  26.466  -9.346  -0.5302
F  12.982  25.428  -10.150  0.1193
F  13.270  26.026  -8.120  0.2173
F  12.191  27.392  -9.486  0.1543
H  14.925  30.470  -11.590  0.0940
H  16.424  31.129  -10.731  0.0510
H  14.811  31.226  -10.071  0.0913
H  16.073  29.362  -9.046  0.1011
H  16.273  28.528  -10.599  0.0880

E_LUMO = 0.1039 eV
Energy = -5667.90104 Ha
Energy relative to the best compared isomer or geometry (same formula, charge and spin) = 704.5 kcal/mol

[2]
Entry from OMol25: a molecular structure, C26H58InP4Se at a distorted geometry (the ωB97M-V functional and the def2-TZVPD basis).

Each line ends with the Löwdin charge.
Cartesian coordinates (Å):
In  0.896  -0.192  0.053  0.4706
P  3.407  -0.947  0.299  0.7523
P  0.870  0.973  -2.289  0.7225
P  -0.410  -1.926  1.653  0.7655
H  -2.080  -1.164  -2.797  0.0413
C  -2.797  -1.455  -2.000  -0.1380
C  -3.672  -0.542  -1.584  -0.0218
H  -3.678  0.423  -2.093  0.0650
C  3.696  -2.401  -0.766  -0.2336
C  4.497  0.414  -0.226  -0.2216
C  3.673  -1.406  2.040  -0.2191
C  -0.645  1.456  -3.181  -0.1992
C  1.760  2.572  -2.226  -0.2157
C  1.817  0.048  -3.545  -0.2317
C  -2.243  -2.033  1.692  -0.2038
C  -0.015  -1.731  3.446  -0.2320
C  0.093  -3.669  1.368  -0.2555
H  -2.686  -2.422  -1.491  0.0562
H  -4.246  -0.718  -0.681  0.0642
H  4.745  -2.732  -0.757  0.0854
H  3.409  -2.139  -1.802  0.0396
H  3.042  -3.232  -0.439  0.0392
H  5.564  0.183  -0.094  0.0838
H  4.248  1.305  0.383  0.0576
H  4.299  0.636  -1.295  0.0498
H  4.677  -1.797  2.248  0.0839
H  2.932  -2.179  2.325  0.0425
H  3.517  -0.511  2.673  0.0454
H  -0.352  1.734  -4.205  0.0877
H  -1.128  2.313  -2.698  0.0420
H  -1.370  0.635  -3.207  0.0277
H  1.942  2.895  -3.262  0.0868
H  2.719  2.471  -1.702  0.0440
H  1.176  3.341  -1.700  0.0391
H  1.761  0.636  -4.474  0.0783
H  1.380  -0.949  -3.692  0.0314
H  2.867  -0.067  -3.237  0.0489
H  -2.552  -2.907  2.290  0.0869
H  -2.644  -2.124  0.674  0.0255
H  -2.660  -1.119  2.140  0.0527
H  -0.477  -2.543  4.032  0.0867
H  -0.390  -0.774  3.836  0.0426
H  1.067  -1.759  3.635  0.0439
H  -0.479  -4.324  2.045  0.0825
H  1.173  -3.790  1.544  0.0510
H  -0.106  -3.951  0.319  -0.0357
C  -0.845  -4.410  -3.333  -0.5290
C  -2.075  -3.875  -3.725  -0.1392
C  -2.990  -4.576  -4.511  -0.0525
C  -2.642  -5.854  -4.974  -0.0442
C  -1.372  -6.396  -4.658  -0.0457
C  -0.482  -5.671  -3.853  -0.1279
Se  0.448  -3.544  -2.147  0.8705
H  -0.331  -2.329  -1.631  -0.1730
H  -2.343  -2.892  -3.380  0.0225
H  -3.962  -4.128  -4.761  0.1240
H  -3.353  -6.420  -5.586  0.1208
H  -1.063  -7.379  -5.034  0.1226
H  0.511  -6.065  -3.601  0.1043
C  -1.337  4.148  -0.448  -0.1156
C  -0.482  4.190  0.824  -0.5069
C  -1.082  5.198  1.820  -0.0825
P  -0.116  2.420  1.394  1.0778
C  1.435  2.643  2.453  -0.5412
C  1.639  4.001  3.139  -0.0859
C  1.571  1.485  3.438  -0.1301
C  -1.556  1.972  2.494  -0.5430
C  -1.613  2.719  3.819  -0.0799
C  -2.905  2.026  1.761  -0.0971
H  -2.346  3.745  -0.292  0.0766
H  -0.884  3.545  -1.242  0.0181
H  -1.450  5.179  -0.808  0.1050
H  0.518  4.560  0.534  0.1043
H  -2.128  4.942  2.052  0.0821
H  -0.503  5.319  2.743  0.0651
H  -1.063  6.191  1.341  0.1100
H  2.220  2.512  1.695  0.0770
H  0.898  4.209  3.926  0.0834
H  2.610  3.962  3.658  0.1030
H  1.623  4.859  2.449  0.0830
H  1.289  0.481  3.084  0.0122
H  2.633  1.346  3.662  0.0860
H  1.047  1.678  4.382  0.0919
H  -1.334  0.921  2.730  0.0552
H  -1.863  3.780  3.730  0.0743
H  -2.439  2.291  4.397  0.1028
H  -0.707  2.617  4.423  0.0633
H  -2.876  1.469  0.814  0.0638
H  -3.659  1.541  2.397  0.0981
H  -3.236  3.059  1.575  0.0809

E_LUMO = -9.6281 eV
Energy = -4981.47560 Ha
Energy relative to the best compared isomer or geometry (same formula, charge and spin) = 0.0 kcal/mol
Charge = +3

> Which formula does entry 1 have?

C26H58F6O22S6

> Which of these has the highest energy?

C26H58InP4Se

> Look up the E_LUMO of the first one.

0.1039 eV